# 1
43
Properties=species:S:1:pos:R:3:forces:R:3:lowdin_charge:R:1 method="wB97M-V/def2-TZVPD" mol_weight_da=384.536 e_above_lowest_kj_mol=71.4 spin_multiplicity=1 homo_energy_ev=-7.290 e_tot_ha=-2430.0048 lumo_energy_ev=0.3 charge=0 orbital_gap_ev=7.63
Ca -0.96831 -0.98510 0.36553 -0.7 -0.1 0.1 1.2438
C 0.34258 -1.65210 3.04375 0.3 -0.2 -0.1 -0.1498
C 1.67854 -1.43473 2.31855 0.0 0.1 0.2 -0.1648
O 1.40926 -0.91528 1.03098 0.1 -0.1 0.1 -0.2586
C 2.55438 -0.49311 0.30235 0.0 0.4 -0.2 -0.1475
C 2.21431 0.84374 -0.33503 -0.1 -0.2 0.2 -0.1540
O 1.81113 1.70857 0.71479 0.1 0.0 0.0 -0.1396
C 0.94901 2.76293 0.35367 -0.2 -0.2 0.1 -0.1669
C -0.43619 2.28930 -0.10749 0.2 0.2 -0.1 -0.1531
O -0.94243 1.19764 0.64069 0.3 1.4 0.3 -0.3442
C -1.34160 1.42722 1.98719 0.1 -0.2 0.3 -0.1540
C -0.41841 0.64418 2.91008 0.0 0.3 0.0 -0.1483
O -0.65884 -0.73435 2.62116 0.0 0.2 0.7 -0.2647
H 0.50063 -1.58815 4.12369 -0.1 0.0 0.0 0.1368
H -0.05441 -2.63368 2.79018 0.0 0.0 0.1 0.1247
H 2.21151 -2.38848 2.25374 0.0 0.0 0.0 0.1408
H 2.31157 -0.72899 2.86957 0.0 0.0 -0.1 0.1303
H 2.80842 -1.23977 -0.45351 0.0 0.0 0.0 0.0998
H 3.40288 -0.36004 0.97881 0.0 0.0 0.1 0.1346
H 1.40708 0.70589 -1.06225 0.0 0.0 0.0 0.1065
H 3.09090 1.25475 -0.84490 0.0 0.0 -0.1 0.1382
H 1.38461 3.38166 -0.43989 0.0 0.1 0.0 0.1342
H 0.85957 3.37304 1.25446 0.0 0.0 0.0 0.1271
H -0.40495 1.93158 -1.13593 -0.1 0.0 0.0 0.1165
H -1.12544 3.13851 -0.06905 -0.1 0.0 0.0 0.1394
H -2.35445 1.02432 2.09055 -0.1 0.2 -0.1 0.1248
H -1.35233 2.49007 2.23087 0.1 0.0 0.0 0.1421
H -0.64004 0.85621 3.96083 0.0 -0.1 0.0 0.1425
H 0.61714 0.90547 2.68381 0.0 0.0 0.1 0.1233
S -3.46658 -0.39780 -0.49610 -0.8 0.0 0.3 0.5201
C -2.53526 -0.37451 -1.93555 0.3 0.0 -0.3 -0.8117
C -3.12947 -0.23006 -3.20885 0.1 0.0 0.0 -0.1061
C -2.34938 -0.27750 -4.33698 0.0 0.0 0.1 -0.0740
C -0.96791 -0.46598 -4.21595 0.0 0.0 0.0 -0.0788
C -0.44924 -0.57613 -2.94918 0.0 0.0 -0.1 -0.1564
N -1.19065 -0.51848 -1.83262 0.0 0.3 -1.3 -0.1348
H -4.19971 -0.09287 -3.26203 0.0 0.0 0.0 0.0963
H -2.80069 -0.18049 -5.31664 0.0 0.0 0.0 0.1060
H -0.32761 -0.53362 -5.08353 0.0 0.0 0.0 0.0980
H 0.61643 -0.72901 -2.80366 0.0 0.0 0.0 0.1040
S 1.85337 -3.95737 -1.21310 0.6 -0.2 -0.3 0.5180
C 0.52387 -3.42684 -0.48835 -0.7 0.1 0.5 -1.0100
N -0.43329 -3.02064 0.06535 0.6 -2.0 -0.3 -0.1307

# 2
40
Properties=species:S:1:pos:R:3:forces:R:3:lowdin_charge:R:1 method="wB97M-V/def2-TZVPD" mol_weight_da=319.232 spin_multiplicity=1 homo_energy_ev=-8.155 e_tot_ha=-1725.8487 lumo_energy_ev=0.6 charge=0 smiles="CCN(CC)CCNC(=O)COc1ccc(Cl)cc1Cl" orbital_gap_ev=8.74
C 3.71772 1.24910 0.26669 0.0 -0.1 -0.3 -0.0793
C 3.77176 0.65253 -1.14671 0.1 0.0 0.1 -0.2406
N 2.52684 0.55274 -1.87305 0.0 0.0 0.1 -0.2082
C 1.98927 1.80133 -2.38493 0.2 0.0 -0.3 -0.2524
C 2.66359 2.18867 -3.70065 -0.2 0.0 0.3 -0.0822
C 1.55968 -0.39886 -1.40211 -0.2 0.1 0.1 -0.1702
C 0.66203 0.04268 -0.21536 0.2 0.1 -0.2 -0.1465
N -0.57513 -0.70074 -0.19063 0.3 -0.3 0.1 0.0767
C -1.70508 -0.23552 -0.74972 -0.3 -0.5 0.2 -0.5007
O -1.82878 0.86595 -1.24173 -0.1 0.3 -0.2 0.0679
C -2.86614 -1.23985 -0.70428 -0.1 0.3 -0.3 -0.0871
O -2.79515 -2.13868 0.38027 0.1 -0.1 0.1 -0.0854
C -3.01006 -1.65674 1.63376 -0.1 -0.1 0.3 -0.2956
C -3.24298 -0.32429 1.95499 0.0 -0.2 -0.2 0.0027
C -3.45763 0.05918 3.26816 0.0 -0.1 0.2 -0.0921
C -3.43717 -0.88856 4.27608 0.1 -0.1 -0.3 -0.6817
Cl -3.70559 -0.41514 5.91295 0.0 0.1 0.3 0.6780
C -3.19634 -2.22364 3.98538 0.0 0.2 -0.1 -0.1243
C -2.98376 -2.59688 2.67297 0.0 0.2 -0.2 -0.5849
Cl -2.67457 -4.24798 2.28838 0.0 -0.2 0.0 0.7295
H 3.24427 0.56701 0.96721 0.0 0.0 0.1 0.0546
H 4.72897 1.44431 0.61501 0.1 0.0 0.1 0.0698
H 3.16862 2.18732 0.27076 0.0 0.1 0.1 0.0655
H 4.20194 -0.35266 -1.09098 0.1 0.1 0.0 0.1140
H 4.44344 1.26238 -1.75531 0.1 -0.1 0.0 0.1056
H 2.10104 2.62562 -1.66606 -0.1 0.0 0.0 0.1104
H 0.92180 1.66685 -2.56887 0.0 0.0 0.1 0.1143
H 3.71802 2.40651 -3.55325 0.1 0.0 0.0 0.0600
H 2.57776 1.37333 -4.41348 0.0 -0.1 -0.1 0.0738
H 2.18488 3.07203 -4.11524 0.0 0.2 -0.1 0.0689
H 0.88986 -0.62387 -2.24066 0.0 -0.1 0.1 0.1235
H 2.08922 -1.31856 -1.13801 -0.1 -0.1 0.0 0.1209
H 1.16716 -0.09035 0.74231 0.0 0.1 0.0 0.1093
H 0.39335 1.09348 -0.33970 0.1 -0.1 0.1 0.1175
H -0.55027 -1.66051 0.11992 -0.2 0.1 0.0 0.1509
H -2.81357 -1.86722 -1.59965 0.0 0.1 0.1 0.1444
H -3.81559 -0.69331 -0.72054 0.2 0.0 0.0 0.1402
H -3.25058 0.43070 1.18579 0.0 0.1 -0.1 0.1159
H -3.63836 1.09578 3.50214 0.0 0.1 0.0 0.1095
H -3.17445 -2.96411 4.76812 0.0 -0.1 0.1 0.1073

# 3
42
Properties=species:S:1:pos:R:3:forces:R:3:lowdin_spin:R:1 method="wB97M-V/def2-TZVPD" mol_weight_da=540.517 spin_multiplicity=3 s_squared=2.013 homo_energy_ev="-0.142 / -0.932" e_tot_ha=-2273.7918 lumo_energy_ev="5.2 / 5.2" charge=-2 orbital_gap_ev="5.30 / 6.08"
C -1.00261 0.97154 -1.74426 1.1 -0.4 -0.3 0.0267
C -1.15529 -0.43311 -2.04089 1.0 0.8 -0.2 0.0161
C 0.11609 -1.04685 -1.91014 -0.2 1.0 0.0 -0.0090
C -2.37321 -1.04897 -2.61063 -0.5 -0.6 0.4 0.0043
C 1.06604 -0.06957 -1.44949 -0.8 0.6 -0.6 0.0495
C 0.39548 1.20391 -1.43762 -0.5 -1.0 -0.8 0.0053
C 1.05063 2.53233 -1.37972 0.2 0.2 0.2 -0.0005
C -2.04255 2.01211 -1.94376 -0.2 0.3 0.0 0.0065
C 0.44091 -2.42686 -2.33499 -0.1 -0.6 0.3 -0.0021
C 2.51072 -0.29816 -1.21918 0.5 -0.1 -0.1 0.0163
W -0.56561 0.01504 0.27688 1.3 0.4 0.1 1.5064
Cl -2.65299 -3.53433 -0.27863 -0.5 -0.7 -0.3 0.0030
Cl -2.84243 0.01799 0.64041 -1.2 0.0 0.7 0.1603
Cl 0.04423 -2.18915 0.74719 0.3 -1.1 0.3 0.0810
H -3.23665 -0.38756 -2.50373 0.1 -0.1 -0.1 0.0005
H -2.59406 -1.97982 -2.06540 -0.1 0.1 0.0 0.0002
H -2.24225 -1.31587 -3.66628 0.1 0.2 0.0 0.0011
H -0.36533 -3.10409 -2.03715 0.1 -0.1 0.1 -0.0005
H 1.37806 -2.76716 -1.88588 -0.2 0.0 0.0 0.0003
H 0.55545 -2.50197 -3.42554 -0.1 0.3 0.0 -0.0012
H 2.67658 -1.24332 -0.69359 0.0 0.2 0.1 0.0014
H 2.94157 0.50842 -0.62305 0.0 -0.2 0.0 0.0008
H 3.05739 -0.34094 -2.17103 0.0 0.0 0.0 0.0047
H 1.94538 2.49177 -0.75264 -0.2 0.2 0.1 -0.0004
H 0.36709 3.30127 -1.01171 0.2 -0.2 0.2 -0.0003
H 1.36878 2.82856 -2.38686 0.0 -0.1 -0.1 -0.0008
H -3.03559 1.62707 -1.69362 0.2 0.1 0.1 0.0014
H -2.07009 2.34937 -2.98686 0.0 0.0 -0.1 0.0011
H -1.83585 2.88211 -1.31436 -0.1 -0.1 0.0 0.0008
O -0.35094 1.92804 0.86375 -0.6 0.9 1.0 0.0844
H -0.58767 2.07950 1.80085 0.0 -0.3 -0.9 0.0059
O -1.76670 0.21304 3.87398 0.8 -0.1 0.0 0.0016
C -0.57712 -0.00730 3.70511 0.4 -0.1 -0.8 0.0016
C 0.42776 -0.24381 4.83755 -0.2 0.0 0.3 -0.0002
C 1.77673 -0.35288 4.16024 0.3 0.0 -0.1 0.0002
C 1.48302 -0.13071 2.66956 -0.6 0.0 0.2 0.0082
O 2.33824 -0.03067 1.79341 -0.5 -0.1 0.7 0.0151
N 0.12014 -0.04407 2.50219 -0.2 0.4 -0.4 0.0104
H 0.37377 0.61485 5.51589 -0.1 -0.2 0.1 0.0000
H 0.16920 -1.15949 5.38117 -0.2 0.3 0.0 -0.0001
H 2.47004 0.42472 4.49374 0.1 -0.2 0.0 0.0001
H 2.22363 -1.34499 4.30509 0.1 0.3 -0.2 0.0001

# 4
45
Properties=species:S:1:pos:R:3:forces:R:3:lowdin_charge:R:1 method="wB97M-V/def2-TZVPD" mol_weight_da=565.716 e_above_lowest_kj_mol=234.6 spin_multiplicity=1 homo_energy_ev=0.402 e_tot_ha=-3455.1747 lumo_energy_ev=4.6 charge=-2 orbital_gap_ev=4.24
Sn 1.03030 -1.00620 0.93977 -0.4 -0.1 -0.9 0.6957
S 1.81735 -2.64364 2.61997 1.0 -0.3 1.3 0.4617
C 0.73980 -3.98511 2.43396 -0.3 -0.3 -0.2 -0.7402
C 0.51786 -4.84591 3.52898 -1.0 -0.5 -1.1 -0.1565
C -0.47196 -5.84588 3.46659 1.3 0.5 4.2 -0.1765
C -1.20306 -5.98393 2.34160 -2.2 -1.9 -0.7 -0.2071
C -0.97918 -5.21778 1.23519 1.7 2.5 -0.2 -0.1427
C 0.02392 -4.13862 1.21674 -1.9 -2.9 1.2 -0.7463
S 0.15234 -3.15624 -0.19045 -0.3 -0.5 -0.6 0.4148
H 1.05725 -4.69923 4.44364 0.2 0.2 0.2 0.0704
H -0.74653 -6.32313 4.51554 0.5 0.5 -2.5 0.1163
H -2.03800 -6.73649 2.33222 0.7 0.8 -0.1 0.0970
H -1.67719 -5.20829 0.42804 -0.2 -0.4 -0.6 0.0642
C -1.68179 -0.38429 -2.75570 0.9 -0.3 -0.9 -0.0654
C -2.30163 0.39170 -1.61727 2.2 -1.5 1.8 -0.4574
C -3.49371 1.18487 -1.93790 -2.7 -0.2 -1.6 -0.1141
O -1.18229 1.28104 -1.14457 -1.0 -0.3 -1.2 -0.3651
P -1.22392 2.04845 0.25575 2.3 -1.9 2.6 -0.1465
S -2.69976 3.20769 0.63913 -1.0 1.0 -0.1 0.2019
S -1.10213 0.52161 1.68317 -1.0 1.5 -0.4 0.0919
O 0.26554 2.77563 0.28870 -1.6 0.9 -1.2 -0.3422
C 0.67009 3.81647 -0.73252 -1.2 -1.6 -0.2 -0.4036
C 1.51661 3.04959 -1.69185 1.6 -0.7 -0.9 -0.0854
C -0.51159 4.48017 -1.47773 0.1 1.2 1.2 -0.1194
H -2.40914 -0.87026 -3.44521 0.3 0.4 0.6 0.0822
H -0.99245 -1.17310 -2.37445 -0.6 0.5 -0.1 0.0667
H -1.04771 0.31258 -3.32141 -0.2 -0.2 -0.2 0.0782
H -2.40472 -0.43152 -0.83900 -0.5 1.5 -0.3 0.1362
H -3.27644 2.09269 -2.49487 0.5 0.1 -0.1 0.0718
H -4.11984 1.52123 -1.10189 0.4 -0.4 -0.1 0.0379
H -4.14960 0.58536 -2.67380 0.8 0.6 1.2 0.0985
H 1.25663 4.54019 -0.17690 -0.1 0.1 0.2 0.1277
H 0.93039 2.28955 -2.24975 0.2 0.4 0.5 0.0863
H 2.36099 2.52458 -1.17949 -0.9 0.3 -0.3 0.0696
H 1.97609 3.70330 -2.45621 -0.2 0.1 0.2 0.0741
H -1.13817 3.78372 -2.04137 0.2 0.0 0.3 0.0552
H -0.15459 5.26406 -2.18349 0.1 -0.5 0.4 0.0752
H -1.12356 4.99369 -0.69560 0.2 -0.4 -0.9 0.0357
Cl 3.65713 2.73794 2.13038 -0.4 1.1 0.1 0.5508
C 4.42514 1.64808 0.97764 -0.3 -1.0 0.4 -0.5271
C 3.46066 0.46754 0.72162 1.2 -2.0 -1.7 -0.7876
O 3.98667 -0.69089 0.80284 -0.9 2.0 0.3 -0.0985
O 2.30155 0.71885 0.25347 2.4 1.5 0.4 -0.3062
H 5.30553 1.33581 1.53309 0.1 -0.4 -0.5 0.0493
H 4.67708 2.06411 -0.00661 -0.2 0.4 0.5 0.0786

# 5
41
Properties=species:S:1:pos:R:3:forces:R:3:lowdin_spin:R:1 method="wB97M-V/def2-TZVPD" mol_weight_da=335.273 e_above_lowest_kj_mol=0.0 spin_multiplicity=5 s_squared=6.025 homo_energy_ev="-11.885 / -11.920" e_tot_ha=-2297.5136 lumo_energy_ev="-2.0 / -5.1" charge=+1 orbital_gap_ev="9.88 / 6.86"
Co 0.44933 -0.88842 1.38839 -0.5 -0.1 -0.1 2.7640
C 2.42371 0.42456 1.94892 0.0 -0.2 -0.5 0.1534
C 2.46056 -0.18954 3.26656 0.0 -0.3 0.0 0.3055
C 2.68508 -1.55361 3.10872 0.0 0.0 0.1 0.0537
C 2.83733 -1.81583 1.74381 0.1 0.0 0.2 0.2971
C 2.66546 -0.57023 1.01485 0.1 0.5 0.1 0.0894
H 2.32505 1.48107 1.75436 0.0 0.0 0.0 0.0042
H 2.31329 0.33719 4.19541 0.0 0.0 0.0 0.0119
H 2.72535 -2.28799 3.89592 0.0 0.0 0.0 -0.0029
H 3.03563 -2.77064 1.28664 0.0 0.0 0.0 0.0110
H 2.85887 -0.43202 -0.03653 -0.1 0.0 0.0 0.0011
O 0.77210 -2.55834 -0.22528 0.1 0.0 -0.1 0.0599
C 0.10180 -3.23268 0.58108 0.0 -0.2 -0.1 0.0126
O -0.22501 -2.77047 1.71069 -0.1 0.1 0.2 0.0752
H -0.20659 -4.25657 0.32864 0.0 0.1 0.0 0.0030
C 0.39117 1.46743 -3.50970 0.0 0.0 0.0 0.0002
C 1.02250 0.17715 -3.02804 0.0 0.0 -0.1 0.0006
N 0.58488 -0.10543 -1.66814 0.0 -0.1 0.0 0.0045
C -0.57380 0.33918 -1.12762 0.0 0.0 0.1 0.0147
N -0.84940 -0.03842 0.12053 0.2 0.0 0.0 0.0732
C -2.22710 0.18510 0.54888 -0.1 0.0 0.0 0.0071
C -2.67737 1.58664 0.17866 0.0 0.0 0.0 0.0018
C -2.60373 1.72254 -1.32774 -0.1 0.0 0.0 0.0006
N -1.36948 1.14617 -1.85070 0.0 0.0 0.0 0.0091
C -1.10338 1.38577 -3.26738 0.0 0.0 -0.1 0.0013
H 0.59685 1.61329 -4.56904 0.0 0.0 0.0 0.0000
H 0.80360 2.32020 -2.96602 0.0 0.0 0.0 0.0000
H 2.11113 0.24687 -3.03221 0.0 0.0 0.0 0.0002
H 0.74034 -0.64805 -3.69029 0.0 0.0 0.0 0.0003
H 0.85504 -1.00747 -1.28933 0.0 0.0 0.0 -0.0001
H -2.29335 0.03335 1.62448 0.0 0.0 0.0 0.0018
H -2.88649 -0.56267 0.09099 0.0 0.1 0.0 0.0010
H -2.01968 2.31395 0.65943 0.0 0.0 0.0 0.0000
H -3.69603 1.78047 0.51395 0.0 0.0 0.0 0.0003
H -2.64030 2.77175 -1.63055 0.0 0.0 0.0 0.0002
H -3.45319 1.21523 -1.79851 0.0 0.0 0.0 0.0002
H -1.59493 2.32082 -3.53569 0.0 0.0 0.0 0.0001
H -1.55326 0.59202 -3.87365 0.0 0.0 0.0 0.0004
N -0.94148 0.08803 4.20329 0.0 0.0 -0.1 0.0023
C -0.45977 -0.20976 3.19972 0.0 0.1 0.2 0.0412
H -1.38472 0.34933 5.06251 0.0 0.0 0.0 0.0002